No. 1
Entry from the OMol25 dataset: one molecule with the formula C5H7N (ωB97M-V/def2-TZVPD).

The geometry in XYZ format:
```
13
C5H7N | the OMol25 dataset | ωB97M-V/def2-TZVPD
N -1.756 -0.492 -0.193
C 1.886 0.083 0.156
C -1.790 1.072 0.006
C -0.452 1.288 0.124
C -0.377 -0.962 -0.274
C 0.399 0.101 -0.012
H -2.154 -0.858 0.672
H 2.387 0.420 -0.758
H -2.384 -0.761 -0.949
H -0.032 2.273 0.311
H 2.183 0.762 0.962
H -0.162 -2.007 -0.445
H 2.251 -0.919 0.400
```

Properties
LUMO level, eV: 0.735
2S+1: 1

No. 2
Entry from the OMol25 dataset: C15H12F5NO10STeTi as an isolated structure at a distorted geometry (ωB97M-V/def2-TZVPD).

The geometry in XYZ format:
```
46
C15H12F5NO10STeTi | the OMol25 dataset | ωB97M-V/def2-TZVPD
Te -0.121 -3.358 -2.441
Ti -0.261 -2.068 0.090
S -2.207 -3.695 -0.319
F 1.136 -2.893 -3.826
F -0.691 -4.592 -3.902
F 0.728 -3.592 0.135
F 1.300 -4.666 -2.238
F -1.148 -2.181 -3.645
O -1.917 -2.366 -1.052
O 1.129 -1.344 1.112
O -0.465 0.375 -0.684
O -3.614 -3.921 -0.159
O -1.549 -4.776 -1.106
O -1.861 2.932 5.978
O 0.265 2.612 5.980
O -1.521 -3.489 0.989
O -1.432 -1.026 1.218
O 0.594 -1.819 -1.558
N -0.853 2.400 5.516
C -2.377 0.431 2.772
C 3.266 2.093 -1.049
C 0.040 0.026 2.771
C -1.156 0.767 -2.921
C 2.372 3.435 -2.830
C 1.222 2.658 -2.837
C 3.387 3.168 -1.922
C 1.072 1.619 -1.927
C -0.209 0.860 -1.764
C -1.268 -0.228 2.207
C -2.238 1.280 3.849
C -0.979 1.505 4.403
C 0.151 0.889 3.869
C 2.116 1.322 -1.050
C 1.165 -0.578 2.176
H -3.343 0.254 2.316
H 4.063 1.860 -0.354
H 2.149 -0.392 2.607
H -1.530 1.758 -3.192
H 0.430 2.880 -3.541
H -3.088 1.794 4.275
H -0.637 0.332 -3.777
H 1.997 0.473 -0.388
H 2.468 4.260 -3.526
H 4.272 3.793 -1.899
H 1.121 1.097 4.300
H -1.978 0.109 -2.655
```

Properties
LUMO level (spin up / spin down), eV: 4.251 / 3.464
Net charge: -2
2S+1: 3